Molecular formula: C13H18N3O3S
Method: DFT, ωB97M-V/def2-TZVPD

Structure (XYZ):
```
38
Properties=species:S:1:pos:R:3:forces:R:3
C 3.376 0.380 2.175 -0.7 -0.2 -0.9
C 2.975 1.205 0.857 1.0 -1.2 -0.3
C 4.244 1.089 -0.124 0.0 0.1 1.2
C 1.741 0.458 0.195 -0.3 0.5 0.9
C 0.660 1.436 -0.464 -0.7 -1.6 -0.2
C -0.752 0.722 -0.294 -0.7 -1.8 -0.5
C -1.971 1.411 0.271 -1.5 -3.2 -0.6
C -3.241 0.666 0.419 3.2 0.9 -0.6
C -4.474 1.441 1.017 0.3 -0.8 -0.1
N -5.751 0.709 0.993 0.1 0.8 0.2
C -3.210 -0.771 0.004 -0.4 -2.0 -0.5
N -4.270 -1.664 0.091 1.6 0.3 -0.4
S -3.801 -3.147 -0.476 1.4 2.1 0.1
N -2.204 -2.849 -0.909 -1.4 2.5 1.2
C -2.004 -1.527 -0.592 0.3 2.3 0.6
C -0.762 -0.689 -0.716 -1.1 1.7 0.8
H 3.319 -0.711 1.866 0.2 1.2 0.5
H 4.425 0.588 2.513 -1.1 0.0 -0.1
H 2.605 0.544 2.980 0.9 -0.1 -0.6
H 2.739 2.286 1.108 0.2 -1.2 -0.3
H 4.407 2.018 -0.736 -0.3 -1.1 0.3
H 5.151 0.951 0.543 -0.8 0.3 -0.9
H 4.157 0.145 -0.726 0.1 1.1 0.2
H 2.091 -0.353 -0.517 -0.3 1.1 0.7
H 1.196 -0.101 1.019 0.6 0.7 -0.8
H 0.665 2.466 -0.015 0.0 -1.0 -0.5
H 0.855 1.456 -1.579 -0.2 0.4 1.2
H -1.954 2.480 0.594 0.2 -1.0 -0.4
H -4.614 2.398 0.445 0.4 -0.8 0.6
H -4.222 1.685 2.092 -0.4 -0.1 -1.2
H -5.887 0.173 0.139 0.2 0.0 0.6
H -5.910 0.158 1.833 0.3 -0.1 -0.6
H 0.179 -1.136 -1.139 -1.2 0.4 0.5
C 2.463 -2.769 -2.580 1.6 -0.4 -0.4
O 2.295 -3.706 -3.398 0.2 0.1 0.0
O 1.252 -2.289 -2.100 -0.6 -0.2 -0.2
O 3.494 -2.228 -2.154 -0.3 0.1 0.1
H 0.736 -2.923 -2.633 -0.7 0.4 0.4
```
Forces are in eV/Å.

Properties
charge = -1
multiplicity = 1
ΔE to the lowest compared entry with this formula, charge and spin = 0.000 eV
highest occupied orbital energy = -4.68 eV
max |F| = 3.60 eV/Å
HOMO-LUMO gap = 0.22679 hartree